(1)
DFT (ωB97M-V/def2-TZVPD) results for C2H9N3O2 as an isolated structure.

The calculation puts the frontier orbital gap (alpha / beta) at 7.47 / 7.54 eV. Its net charge is 0. The energy above the lowest of the compared OMol25 structures with the same formula, charge and spin comes out at 542.8 kJ/mol. As for the HOMO energy (alpha / beta): -7.58 / -7.66 eV.

Each line ends with the Löwdin charge.
Cartesian coordinates (Å):
C (-2.1792, -0.0126, 0.1777)  -0.207
O (-1.4306, -0.1334, 1.2458)  -0.121
H (-0.3504, 0.2986, 1.0975)  0.079
H (-2.8208, 0.8649, 0.0905)  0.074
H (-0.8784, 0.3383, -0.7908)  0.101
H (-2.4833, -0.9332, -0.3265)  0.068
N (0.2456, 0.3292, -0.9316)  -0.033
C (0.8043, 0.7386, 0.4630)  -0.605
N (0.5946, -0.9311, -1.4933)  0.064
N (1.8049, -0.2203, 0.8803)  0.090
O (0.9451, 1.9673, 0.5834)  -0.006
H (0.4581, 1.0904, -1.5720)  0.161
H (1.4151, -1.2394, -0.9686)  0.072
H (-0.1649, -1.5780, -1.3007)  0.084
H (2.5809, 0.2981, 1.2761)  0.092
H (1.4589, -0.8772, 1.5692)  0.087

=====

(2)
DFT (ωB97M-V/def2-TZVPD) results for an isolated molecule of C3H8Si2 in a non-equilibrium geometry.

The calculation puts the frontier orbital gap at 10.20 eV. Its net charge is 0. The energy above the lowest of the compared OMol25 structures with the same formula, charge and spin comes out at 51.6 kJ/mol. As for the HOMO energy: -9.27 eV.

Each line ends with the Löwdin charge.
Cartesian coordinates (Å):
C (0.5223, 0.8022, 0.9065)  -0.288
C (0.2120, -0.3708, 1.4459)  -0.336
Si (-0.6809, -1.5916, 0.4422)  0.551
Si (-0.3837, -0.1074, -1.5147)  0.543
C (0.5029, 1.2075, -0.5524)  -0.418
H (0.8803, 1.4811, 1.6006)  0.067
H (0.5497, -0.3970, 2.4552)  0.047
H (0.0896, -2.8574, 0.4675)  -0.080
H (-1.9827, -1.5875, 0.8691)  -0.115
H (-1.6827, 0.5682, -1.8253)  -0.080
H (0.4957, -0.6057, -2.7708)  -0.052
H (-0.0321, 2.1653, -0.4408)  0.073
H (1.5094, 1.2931, -1.0832)  0.087